17
Properties=species:S:1:pos:R:3 method="wB97M-V/def2-TZVPD" de_lowest_kcal_mol=34.7 e_lumo_ev=0.95 smiles=C#C[C@](C)(O)CC total_energy_ev=-8429.7351 orbital_gap_ha=0.4069 multiplicity=1
C 2.134 0.099 0.279
C 0.945 -0.443 -0.523
C -0.453 -0.270 0.103
C -1.538 -0.826 -0.811
O -0.376 -0.931 1.366
C -0.791 1.147 0.329
C -1.260 2.250 0.495
H 3.073 -0.100 -0.257
H 2.204 -0.375 1.262
H 2.065 1.184 0.424
H 1.077 -1.522 -0.675
H 0.918 0.031 -1.509
H -2.544 -0.603 -0.433
H -1.477 -0.335 -1.792
H -1.412 -1.902 -0.925
H -1.132 -0.669 1.906
H -1.433 3.264 0.762

***

32
Properties=species:S:1:pos:R:3 method="wB97M-V/def2-TZVPD" de_lowest_kcal_mol=5.7 e_lumo_ev=-4.73 total_energy_ev=-49999.8597 total_charge=+1 orbital_gap_ha=0.2753 multiplicity=1
Bi 1.151 -0.580 -0.800
N 1.997 1.675 -0.361
C 3.034 1.514 0.686
C 2.558 0.503 1.730
O 2.845 0.624 2.897
N 1.809 -0.522 1.205
C 1.163 -1.478 2.106
C -0.149 -1.971 1.510
O -1.037 -2.423 2.181
O -0.233 -1.871 0.173
H 2.348 2.179 -1.169
H 1.197 2.188 0.001
H 3.279 2.444 1.191
H 3.945 1.123 0.226
H 0.984 -1.022 3.074
H 1.794 -2.355 2.273
I 4.703 -1.475 -1.935
I 5.984 -3.798 -2.053
C -2.931 -0.042 0.674
P -2.148 0.443 -0.848
C -2.442 -0.839 -2.060
C -2.968 1.929 -1.414
O -0.640 0.765 -0.732
H -3.992 -0.200 0.471
H -2.822 0.756 1.412
H -2.491 -0.958 1.072
H -3.516 -0.953 -2.216
H -2.035 -1.787 -1.703
H -1.974 -0.561 -3.005
H -4.038 1.738 -1.520
H -2.557 2.228 -2.377
H -2.818 2.726 -0.687

***

115
Properties=species:S:1:pos:R:3 method="wB97M-V/def2-TZVPD" de_lowest_kcal_mol=70.6 e_lumo_ev="-9.54 / -9.54" total_energy_ev=-140961.2925 total_charge=+3 orbital_gap_ha="0.2171 / 0.2172" multiplicity=1
Ir -0.306 0.129 -0.717
N -0.298 0.158 1.765
C -1.059 -0.898 2.335
C -1.303 -0.992 3.686
C -1.946 -2.116 4.219
C -2.362 -3.127 3.395
C -2.187 -3.038 1.999
C -2.625 -4.029 1.102
C -2.476 -3.836 -0.247
C -1.873 -2.658 -0.695
N -1.400 -1.735 0.114
C -1.538 -1.896 1.452
H 0.691 -0.098 1.780
H -0.387 1.016 2.304
H -0.957 -0.216 4.352
H -2.077 -2.189 5.287
H -2.822 -4.011 3.806
H -3.089 -4.922 1.491
H -2.820 -4.568 -0.960
H -1.787 -2.467 -1.760
C -6.728 2.336 -6.450
C -6.076 2.307 -5.120
C -4.714 2.569 -4.983
C -4.074 2.528 -3.756
C -2.604 2.817 -3.700
C -4.844 2.219 -2.625
Te -4.146 2.131 -0.622
N -2.184 1.772 -0.771
C -1.382 2.642 -0.186
O -0.166 2.323 -0.080
C -1.825 3.942 0.354
C -1.321 4.374 1.579
C -1.738 5.581 2.111
C -2.627 6.380 1.408
C -3.108 5.970 0.172
C -2.720 4.749 -0.351
C -4.549 0.129 -0.017
C -4.830 -0.974 -0.823
C -4.674 -0.939 -2.310
C -5.251 -2.141 -0.198
C -5.344 -2.249 1.184
C -5.856 -3.490 1.827
C -4.960 -1.161 1.962
C -4.592 0.038 1.379
C -4.239 1.214 2.241
C -6.235 2.048 -2.717
C -7.076 1.814 -1.502
C -6.825 2.059 -3.968
H -5.991 2.272 -7.244
H -7.276 3.274 -6.562
H -7.453 1.531 -6.553
H -4.141 2.797 -5.868
H -2.416 3.791 -3.247
H -2.200 2.851 -4.708
H -2.066 2.065 -3.118
H -0.623 3.757 2.127
H -1.368 5.892 3.078
H -2.952 7.322 1.820
H -3.776 6.601 -0.392
H -3.043 4.463 -1.349
H -3.866 -0.258 -2.581
H -5.596 -0.606 -2.782
H -4.454 -1.933 -2.694
H -5.523 -2.989 -0.810
H -5.688 -4.358 1.199
H -6.932 -3.408 1.982
H -5.395 -3.638 2.799
H -4.982 -1.244 3.040
H -4.136 0.895 3.275
H -5.030 1.970 2.197
H -3.297 1.671 1.917
H -6.687 2.352 -0.631
H -7.129 0.751 -1.259
H -8.092 2.164 -1.668
H -7.887 1.877 -4.054
C 1.036 1.492 -4.508
C 1.502 0.098 -4.096
As 0.169 -0.885 -3.025
C -1.376 -1.070 -4.279
C -1.001 -1.416 -5.717
C 0.928 -2.713 -3.101
C 2.417 -2.770 -2.800
H 1.660 1.882 -5.311
H 1.094 2.189 -3.671
H 0.004 1.470 -4.867
H 2.441 0.154 -3.536
H 1.687 -0.509 -4.987
H -1.956 -0.141 -4.261
H -2.024 -1.860 -3.885
H -0.372 -0.659 -6.180
H -1.911 -1.505 -6.308
H -0.487 -2.373 -5.788
H 0.746 -3.081 -4.114
H 0.380 -3.364 -2.415
H 2.999 -2.256 -3.564
H 2.746 -3.806 -2.785
H 2.641 -2.327 -1.829
N 3.762 2.241 0.659
C 2.854 1.752 -0.172
S 2.352 0.120 -0.022
N 2.313 2.465 -1.159
C 2.502 3.798 -1.552
C 1.380 4.471 -2.048
C 1.492 5.770 -2.495
C 2.726 6.410 -2.462
C 3.842 5.740 -1.977
C 3.743 4.433 -1.532
H 4.173 1.661 1.374
H 4.015 3.220 0.638
H 1.473 2.034 -1.541
H 0.425 3.966 -2.061
H 0.625 6.287 -2.877
H 2.817 7.419 -2.835
H 4.798 6.238 -1.959
H 4.635 3.903 -1.233

***

16
Properties=species:S:1:pos:R:3 method="wB97M-V/def2-TZVPD" de_lowest_kcal_mol=77.6 e_lumo_ev=1.14 smiles="C=N[C@H]1CC12CC2" total_energy_ev=-7854.7946 orbital_gap_ha=0.3922 multiplicity=1
C -1.892 -1.572 0.274
C -0.823 0.106 -0.819
N -1.837 -0.328 0.097
C -0.472 1.528 -0.503
C 0.441 0.434 -0.095
C 1.207 0.004 1.102
C 1.892 0.192 -0.242
H -2.244 -1.913 1.240
H -1.466 -2.287 -0.437
H -0.731 -0.345 -1.812
H -1.126 1.898 0.283
H -0.221 2.205 -1.307
H 1.114 -1.023 1.463
H 1.401 0.728 1.891
H 2.517 1.072 -0.373
H 2.241 -0.697 -0.762

***

10
Properties=species:S:1:pos:R:3 method="wB97M-V/def2-TZVPD" de_lowest_kcal_mol=157.8 e_lumo_ev="-1.95 / -1.95" total_energy_ev=-9670.6093 orbital_gap_ha="0.2689 / 0.2690" multiplicity=1
N 2.334 -1.004 0.943
C 1.269 -0.606 0.491
N -0.935 1.070 -1.829
N -1.665 1.077 -0.894
O -0.904 0.381 1.438
C -1.260 0.027 0.253
C 0.158 -0.255 -0.092
H 3.056 -0.299 1.090
H -2.022 -0.763 0.134
H -0.032 0.372 -1.534

***

19
Properties=species:S:1:pos:R:3 method="wB97M-V/def2-TZVPD" de_lowest_kcal_mol=51.7 e_lumo_ev="0.69 / 0.59" total_energy_ev=-17059.5271 orbital_gap_ha="0.3190 / 0.2986" multiplicity=1
C -1.317 -0.436 -1.262
C 0.030 1.538 -1.102
C 1.293 -1.987 0.428
N -0.323 1.379 1.633
N -0.089 0.140 -0.985
N -0.043 0.104 1.231
P 1.603 -0.247 0.933
H -1.730 -0.520 -2.297
H -1.157 -1.385 -0.781
H -2.138 0.047 -0.733
H -0.186 1.637 -2.145
H -0.751 2.035 -0.631
H 1.102 1.974 -0.835
H 1.154 -2.056 -0.722
H 0.438 -2.445 0.939
H 2.287 -2.446 0.616
H 0.456 2.085 1.865
H -1.180 1.659 1.834
H 2.142 -0.484 2.233

***

119
Properties=species:S:1:pos:R:3 method="wB97M-V/def2-TZVPD" e_lumo_ev="-2.65 / -7.60" total_energy_ev=-164176.2420 total_charge=+1 orbital_gap_ha="0.3102 / 0.1238" multiplicity=4
Ni -0.545 -0.582 -0.288
C -2.519 6.041 1.571
C -1.644 4.825 1.313
C -0.263 5.138 1.851
C -2.143 3.667 2.209
C -2.642 3.802 3.479
C -2.981 2.735 4.284
C -2.648 1.501 3.804
C -2.042 1.259 2.614
P -1.264 -0.308 2.233
C 0.129 -0.135 3.415
C 0.088 -0.711 4.690
C 1.197 -0.427 5.509
C 2.278 0.348 5.050
C 2.311 0.781 3.747
C 1.221 0.505 2.949
C -2.415 -1.587 2.977
C -2.013 -2.767 3.577
C -3.041 -3.548 4.118
C -4.459 -3.262 3.989
C -4.805 -2.059 3.384
C -3.788 -1.255 2.847
C -1.909 2.330 1.786
O -1.420 2.076 0.497
C -1.329 3.024 -0.436
C -1.031 2.581 -1.741
C -0.928 3.604 -2.708
C -1.242 4.882 -2.416
C -1.447 5.290 -1.124
C -1.550 4.321 -0.091
P -0.815 0.851 -2.190
C -2.272 0.324 -3.074
C -3.352 1.194 -3.409
C -4.349 0.715 -4.234
C -4.210 -0.523 -4.838
C -3.254 -1.423 -4.414
C -2.266 -0.960 -3.561
C 0.613 0.951 -3.361
C 1.906 1.221 -2.810
C 3.026 1.372 -3.577
C 2.848 1.164 -4.924
C 1.636 0.964 -5.529
C 0.517 0.823 -4.753
H -2.531 6.284 2.641
H -3.540 5.894 1.187
H -2.013 6.922 1.050
H -0.327 5.092 2.870
H 0.075 6.121 1.491
H 0.571 4.459 1.580
H -2.815 4.840 3.815
H -3.472 2.693 5.265
H -3.021 0.540 4.429
H -0.741 -1.168 5.093
H 1.343 -0.867 6.472
H 3.180 0.536 5.676
H 3.105 1.472 3.356
H 1.088 0.946 1.932
H -1.050 -3.205 3.496
H -2.791 -4.521 4.585
H -5.182 -3.978 4.407
H -5.829 -1.651 3.331
H -4.097 -0.315 2.328
H -0.581 3.246 -3.703
H -1.244 5.685 -3.178
H -1.558 6.363 -1.020
H -3.526 2.128 -2.926
H -5.174 1.359 -4.389
H -4.919 -0.820 -5.605
H -3.264 -2.413 -4.821
H -1.453 -1.668 -3.363
H 1.998 1.387 -1.706
H 4.036 1.490 -3.243
H 3.740 1.238 -5.544
H 1.639 0.716 -6.567
H -0.532 0.603 -5.173
F -2.532 -2.775 0.263
B -3.422 -1.821 -0.367
F -2.735 -0.513 -0.233
F -4.535 -1.818 0.337
F -3.685 -1.998 -1.660
O -0.168 -2.513 -0.950
H 0.420 -2.572 -1.745
H -0.950 -3.034 -0.999
F 0.212 -2.191 -5.356
P 0.816 -3.457 -4.557
F -0.542 -3.632 -3.686
F 1.521 -4.668 -3.695
F 2.233 -3.225 -5.297
F 1.276 -2.465 -3.282
F 0.344 -4.523 -5.601
C 3.421 -2.112 2.800
N 2.714 -2.357 1.566
C 1.507 -3.143 1.678
P 2.908 -1.524 0.105
O 1.704 -0.632 -0.074
N 3.438 -2.751 -0.873
C 3.299 -4.165 -0.568
C 3.946 -2.519 -2.218
N 4.260 -0.603 0.212
C 4.035 0.889 0.443
C 5.687 -0.990 0.174
H 3.958 -3.044 3.094
H 2.757 -1.810 3.616
H 4.123 -1.320 2.581
H 0.728 -2.543 2.219
H 1.726 -3.998 2.327
H 1.047 -3.514 0.695
H 4.246 -4.781 -0.798
H 2.407 -4.673 -1.098
H 3.136 -4.334 0.445
H 4.989 -2.513 -2.204
H 3.633 -1.583 -2.707
H 3.542 -3.358 -2.804
H 4.851 1.158 1.098
H 3.008 1.202 0.747
H 4.010 1.435 -0.539
H 6.346 -0.600 -0.592
H 5.862 -2.085 0.225
H 6.164 -0.674 1.101

***

22
Properties=species:S:1:pos:R:3 method="wB97M-V/def2-TZVPD" de_lowest_kcal_mol=55.3 e_lumo_ev=0.52 smiles=CC[C@H](O)CO.CC#N total_energy_ev=-12016.3266 orbital_gap_ha=0.3674 multiplicity=1
C 0.737 -1.158 -1.150
C 2.246 1.076 1.193
C 1.293 0.032 1.486
O 0.999 -2.472 -0.750
N 0.477 -0.614 1.996
H 0.249 -2.755 -0.205
H -0.703 -1.148 1.112
H 0.775 -1.086 -2.242
H 1.530 -0.476 -0.828
H 1.863 1.723 0.404
H 2.426 1.668 2.090
H 3.186 0.632 0.861
C -1.238 0.665 -0.936
C -1.873 1.278 0.308
C -0.924 -0.836 -0.843
O -1.297 -1.483 0.297
H -1.386 -1.374 -1.676
H -0.331 1.217 -1.196
H -1.921 0.796 -1.781
H -1.168 1.329 1.134
H -2.734 0.695 0.630
H -2.206 2.293 0.095